--- a ---
{"formula": "C5H24O7", "method": "wB97M-V/def2-TZVPD", "mol_weight_g_mol": 196.24, "orbital_gap_ev": 9.9, "smiles": "CO.CO.CO.CO.CO.O.O", "symbols": ["O", "H", "H", "O", "H", "H", "C", "O", "H", "H", "H", "H", "C", "O", "H", "H", "H", "H", "C", "O", "H", "H", "H", "H", "C", "O", "H", "H", "H", "H", "C", "O", "H", "H", "H", "H"], "coordinates": [[-3.402, -0.164, 2.233], [-3.055, -0.225, 3.123], [-2.649, 0.089, 1.699], [1.510, -0.793, -0.237], [2.318, -0.479, 0.169], [1.697, -0.790, -1.176], [-1.032, -1.394, 4.662], [-1.738, -0.190, 4.253], [-0.243, -1.122, 5.363], [-1.696, -1.941, 5.331], [-0.674, -1.983, 3.817], [-1.228, 0.158, 3.518], [-0.710, 0.616, -3.957], [0.658, 1.052, -4.242], [-1.331, 1.192, -4.643], [-0.783, -0.471, -3.941], [-0.986, 1.015, -2.981], [0.650, 1.971, -3.964], [1.695, 3.155, -2.216], [0.984, 3.754, -3.254], [1.090, 2.970, -1.328], [2.107, 2.209, -2.567], [2.503, 3.776, -1.831], [1.573, 4.046, -3.954], [-0.670, 1.660, 0.698], [-0.658, 0.511, 1.571], [-1.063, 1.467, -0.300], [-1.309, 2.456, 1.080], [0.376, 1.945, 0.582], [-0.117, -0.201, 1.223], [1.008, -4.397, 0.119], [1.036, -3.256, 0.844], [1.935, -4.605, -0.414], [0.904, -5.119, 0.929], [0.159, -4.478, -0.560], [1.139, -2.438, 0.351]]}

***

--- b ---
{"formula": "C5H24O7", "method": "wB97M-V/def2-TZVPD", "mol_weight_g_mol": 196.24, "orbital_gap_ev": 8.9, "smiles": "CC=C(C)C.O.O.O.O.O.O.O", "symbols": ["C", "C", "C", "C", "C", "H", "H", "H", "H", "H", "H", "H", "H", "H", "H", "H", "H", "O", "H", "H", "O", "H", "H", "O", "H", "H", "O", "H", "H", "O", "H", "H", "O", "H", "H", "O"], "coordinates": [[1.306, -0.424, 2.081], [1.777, -0.580, 0.643], [1.414, 0.289, -0.287], [1.852, 0.136, -1.720], [2.752, -1.708, 0.434], [2.159, -0.006, 2.618], [0.988, -1.408, 2.449], [0.420, 0.193, 2.247], [0.633, 1.022, -0.188], [1.798, -0.880, -2.087], [1.343, 0.763, -2.454], [2.913, 0.395, -1.870], [2.297, -2.394, -0.282], [2.900, -2.269, 1.343], [3.601, -1.270, -0.075], [-2.159, 1.153, -0.348], [-3.566, 0.582, -0.046], [-2.983, 1.337, 0.137], [-0.950, -3.395, -1.254], [-0.701, -3.134, 0.197], [-0.223, -3.239, -0.638], [-1.744, -1.696, 1.461], [-1.285, -1.876, 2.824], [-1.630, -2.421, 2.101], [-0.955, 2.976, -1.786], [-2.339, 2.368, -2.106], [-1.393, 2.244, -2.252], [-2.264, 1.356, 1.912], [-1.861, 1.745, 3.301], [-1.577, 1.172, 2.576], [0.508, 2.693, 0.060], [1.048, 4.029, -0.375], [0.218, 3.543, -0.301], [-1.917, 0.039, -3.157], [-1.018, -0.573, -2.138], [-1.366, -0.760, -3.019]]}

***

--- c ---
{"formula": "C5H24O7", "method": "wB97M-V/def2-TZVPD", "mol_weight_g_mol": 196.24, "orbital_gap_ev": 7.9, "symbols": ["C", "O", "H", "H", "H", "H", "C", "O", "H", "H", "H", "H", "C", "O", "H", "H", "H", "H", "C", "O", "H", "H", "H", "H", "C", "O", "H", "H", "H", "H", "O", "H", "H", "O", "H", "H"], "coordinates": [[-0.003, -0.132, -0.145], [-0.270, 1.277, 0.035], [-0.063, -0.589, 0.843], [-0.688, -0.596, -0.854], [1.034, -0.344, -0.406], [-0.929, 1.255, 0.732], [-2.099, -0.111, -1.701], [-2.628, -0.294, -0.455], [-1.680, -1.042, -2.083], [-2.846, 0.376, -2.327], [-1.282, 0.610, -1.672], [-2.972, 0.565, -0.198], [2.489, -0.689, 0.101], [3.876, -0.944, -0.095], [1.912, -1.528, 0.490], [2.277, 0.126, 0.794], [1.904, -0.593, -0.814], [4.006, -1.870, -0.316], [0.527, 3.373, -0.668], [1.305, 2.201, -0.591], [0.198, 3.757, 0.298], [0.965, 4.203, -1.224], [-0.451, 3.078, -1.049], [0.670, 1.481, -0.592], [0.651, -3.024, -0.175], [1.454, -3.088, -1.291], [-0.187, -3.715, -0.276], [1.312, -3.307, 0.644], [0.261, -2.037, 0.075], [1.441, -3.992, -1.613], [-2.120, 0.657, 1.975], [-2.807, 1.300, 2.152], [-2.564, -0.047, 1.503], [-0.528, 1.097, 2.976], [-0.954, 1.695, 3.592], [-1.209, 0.888, 2.336]]}

***

Least stable = c